Here is a structure of composition H12MgO14S2 from the Open Molecules 2025 dataset. Energies are from ωB97M-V with the def2-TZVPD basis set.

## Properties
Highest occupied orbital energy in hartree: -0.0037
Energy relative to the best compared isomer or geometry (same formula, charge and spin) in eV: 2.613
E in eV: -55978.4424
Charge: -2

```
29
H12MgO14S2, DFT ωB97M-V with the def2-TZVPD basis set
S 9.995 -1.921 -17.051
S 12.491 -3.960 -14.570
Mg 12.161 -4.120 -17.777
O 13.776 -3.861 -13.935
O 11.220 -5.720 -17.180
O 11.948 -5.281 -14.269
O 12.745 -3.900 -15.992
O 10.605 -3.082 -17.609
O 13.915 -5.353 -17.710
O 8.691 -4.715 -17.887
O 10.929 -1.420 -16.076
O 13.024 -2.445 -18.258
O 8.768 -2.284 -16.394
O 11.694 -2.882 -14.065
O 12.004 -4.620 -19.623
O 15.206 -3.020 -16.493
O 9.760 -0.874 -18.067
H 12.630 -5.261 -19.960
H 11.406 -4.462 -20.353
H 13.045 -1.801 -17.550
H 8.613 -4.794 -16.937
H 13.998 -6.011 -17.019
H 10.944 -6.411 -17.783
H 13.432 -1.999 -19.000
H 14.325 -3.381 -16.400
H 9.261 -3.958 -18.019
H 15.269 -2.360 -15.803
H 14.803 -5.249 -18.050
H 11.154 -6.118 -16.313
```